{"formula": "C2H6N2O", "method": "ωB97M-V with the def2-TZVPD basis set", "smiles": "NCNC=O", "homo_energy_ev": -9.4, "homo_lumo_gap_ev": 10.22, "symbols": ["O", "C", "N", "C", "N", "H", "H", "H", "H", "H", "H"], "xyz": [[-1.716, -1.032, 0.113], [-1.206, -0.282, 0.965], [0.079, 0.234, 0.844], [0.703, 0.610, -0.521], [0.763, -0.597, -1.397], [-1.644, -0.293, 2.151], [0.187, 1.023, 1.465], [1.740, 0.990, -0.323], [0.234, 1.568, -0.799], [-0.240, -0.728, -1.645], [1.099, -1.492, -0.853]], "atomic_forces_ev_per_a": [[0.510, 2.218, 1.829], [-0.347, -3.153, 0.530], [-0.542, 1.465, -0.548], [1.089, -1.506, 1.699], [-0.883, 0.253, 0.901], [1.048, 0.578, -3.062], [0.227, -0.101, 0.480], [-0.680, -0.840, 0.281], [-0.568, -1.024, -1.161], [1.173, -0.582, 0.163], [-1.027, 2.692, -1.113]]}


{"formula": "C24H32N3O7RuS2Se", "method": "ωB97M-V with the def2-TZVPD basis set", "charge": 1, "homo_energy_ev": [-11.3, -11.3], "homo_lumo_gap_ev": [6.88, 6.87], "symbols": ["Ru", "N", "C", "O", "C", "C", "H", "H", "H", "H", "H", "H", "O", "S", "O", "O", "C", "C", "C", "C", "C", "C", "S", "O", "O", "O", "H", "H", "H", "H", "C", "C", "C", "C", "N", "C", "Se", "N", "C", "C", "C", "C", "C", "C", "C", "C", "C", "C", "H", "H", "H", "H", "H", "H", "H", "H", "H", "H", "H", "H", "H", "H", "H", "H", "H", "H", "H", "H", "H", "H"], "xyz": [[0.251, -0.216, 0.008], [-2.480, 0.615, 2.918], [-1.862, 0.245, 1.812], [-0.669, 0.599, 1.622], [-2.490, -0.574, 0.714], [-1.702, -0.258, -0.575], [-1.976, 1.114, 3.636], [-3.430, 0.333, 3.090], [-3.574, -0.433, 0.652], [-2.322, -1.621, 0.995], [-1.941, 0.728, -0.987], [-1.894, -1.021, -1.329], [1.852, -0.140, -1.541], [3.003, -0.241, -0.592], [4.169, 0.506, -0.918], [2.408, 0.011, 0.725], [3.448, -1.975, -0.532], [4.766, -2.282, -0.805], [5.230, -3.594, -0.716], [4.366, -4.602, -0.351], [3.032, -4.305, -0.086], [2.570, -3.003, -0.173], [0.827, -2.823, 0.118], [0.260, -1.989, -1.013], [0.254, -4.118, 0.236], [0.555, -1.861, 1.227], [5.438, -1.482, -1.077], [6.267, -3.808, -0.929], [4.707, -5.623, -0.275], [2.348, -5.096, 0.180], [4.577, 2.879, -4.816], [4.082, 3.699, -3.635], [2.566, 3.865, -3.606], [1.868, 2.525, -3.424], [0.451, 2.694, -3.159], [-0.166, 2.677, -1.960], [0.686, 2.335, -0.308], [-1.471, 2.960, -2.135], [-2.455, 3.180, -1.095], [-2.745, 4.660, -0.859], [-1.583, 5.467, -0.280], [-0.514, 5.860, -1.297], [-1.709, 3.175, -3.480], [-2.868, 3.495, -4.179], [-2.743, 3.637, -5.547], [-1.517, 3.470, -6.198], [-0.362, 3.156, -5.509], [-0.482, 3.014, -4.131], [5.665, 2.863, -4.849], [4.227, 3.296, -5.762], [4.246, 1.844, -4.764], [4.538, 4.690, -3.660], [4.407, 3.234, -2.701], [2.224, 4.353, -4.523], [2.282, 4.518, -2.778], [2.283, 1.980, -2.577], [1.942, 1.879, -4.300], [-2.061, 2.703, -0.193], [-3.361, 2.650, -1.402], [-3.608, 4.702, -0.192], [-3.069, 5.116, -1.797], [-1.127, 4.902, 0.541], [-1.996, 6.370, 0.172], [0.293, 5.130, -1.360], [-0.052, 6.810, -1.037], [-0.936, 5.970, -2.296], [-3.817, 3.626, -3.684], [-3.615, 3.884, -6.133], [-1.478, 3.591, -7.270], [0.583, 3.025, -6.011]], "atomic_forces_ev_per_a": [[2.456, 0.872, -0.901], [-0.243, -0.141, -0.091], [0.030, -0.029, -0.540], [-0.120, -0.705, 0.458], [0.113, 0.163, 0.225], [-0.354, 0.138, 0.033], [0.029, 0.006, -0.022], [0.027, 0.027, 0.039], [0.089, 0.065, -0.032], [-0.029, 0.021, -0.039], [-0.142, -0.311, 0.110], [0.094, 0.094, 0.055], [-0.497, 0.037, -0.152], [0.073, -0.546, 0.495], [-0.102, -0.019, -0.407], [-0.162, 0.371, 0.616], [0.183, 0.352, -0.169], [0.065, -0.032, 0.015], [-0.032, 0.164, -0.005], [-0.134, 0.031, 0.025], [0.060, -0.135, -0.003], [-0.231, -0.201, 0.108], [-0.492, -0.267, -0.623], [-0.315, -0.248, -0.054], [0.217, 0.279, 0.156], [-0.197, -0.075, 0.808], [0.024, 0.054, -0.016], [0.039, -0.009, -0.017], [0.022, -0.058, 0.008], [-0.049, 0.004, 0.014], [0.060, -0.017, -0.073], [0.009, 0.096, 0.054], [0.095, -0.038, -0.008], [0.243, -0.221, 0.117], [-0.679, 0.105, 0.455], [0.227, -0.209, -0.152], [-0.422, 0.056, -0.284], [0.435, -0.039, -0.143], [-0.219, 0.050, 0.292], [-0.046, -0.123, -0.012], [-0.026, -0.077, 0.199], [0.132, 0.030, -0.069], [0.273, 0.052, -0.393], [0.123, -0.037, -0.005], [-0.108, 0.008, 0.084], [0.147, -0.026, -0.030], [-0.103, -0.001, 0.089], [-0.397, 0.030, 0.003], [0.058, 0.000, 0.002], [-0.026, 0.036, -0.048], [-0.037, -0.089, 0.017], [-0.003, 0.002, -0.017], [-0.001, -0.015, 0.033], [-0.027, -0.001, -0.026], [-0.010, 0.003, 0.070], [0.042, 0.065, -0.096], [0.098, 0.066, 0.010], [-0.115, 0.163, -0.041], [0.005, 0.032, 0.072], [0.020, 0.007, 0.079], [-0.043, 0.025, -0.036], [-0.036, 0.071, -0.022], [-0.037, 0.010, -0.055], [0.001, -0.021, 0.000], [0.031, 0.022, 0.041], [-0.048, 0.052, -0.079], [-0.083, 0.012, 0.040], [-0.065, 0.017, -0.025], [0.028, 0.006, -0.064], [0.085, -0.001, -0.070]]}


{"formula": "H12O6", "method": "ωB97M-V with the def2-TZVPD basis set", "smiles": "O.O.O.O.O.O", "homo_energy_ev": -11.3, "homo_lumo_gap_ev": 11.69, "symbols": ["H", "H", "H", "H", "H", "H", "H", "H", "H", "H", "H", "H", "O", "O", "O", "O", "O", "O"], "xyz": [[2.519, 1.648, 0.638], [1.714, 0.539, 1.447], [0.828, -1.489, 1.041], [2.108, -1.605, 1.850], [-1.362, -1.927, 0.204], [-1.160, -1.866, 1.835], [-1.044, 2.141, 0.620], [0.568, 2.076, 0.472], [-1.516, -1.880, -2.048], [-1.614, -0.426, -1.841], [-0.317, 1.208, -1.381], [-0.762, 1.588, -2.823], [1.801, 1.552, 1.461], [1.672, -1.065, 1.149], [-0.768, -2.338, 0.976], [-0.190, 2.386, 0.019], [-1.908, -1.309, -1.410], [-0.568, 0.763, -2.210]], "atomic_forces_ev_per_a": [[-2.643, -0.220, 3.379], [0.031, 1.110, 0.109], [-1.482, -0.715, -0.427], [-0.350, 0.668, -0.843], [1.605, -0.924, 1.592], [1.154, -1.660, -2.812], [3.429, 0.910, -2.096], [1.645, -0.748, 1.796], [0.361, -1.268, -0.605], [-0.390, -0.955, 1.169], [0.008, 0.276, 0.433], [0.545, -2.643, 1.812], [3.168, -0.816, -3.397], [1.860, -0.310, 1.210], [-2.789, 2.760, 1.092], [-5.549, -0.046, 0.197], [-0.098, 1.786, -0.184], [-0.507, 2.794, -2.426]]}


{"formula": "C12H11AsBeBrNO6S", "method": "ωB97M-V with the def2-TZVPD basis set", "homo_energy_ev": -8.8, "homo_lumo_gap_ev": 8.22, "symbols": ["Be", "O", "As", "O", "O", "C", "C", "C", "C", "C", "C", "S", "O", "O", "O", "H", "H", "H", "H", "H", "C", "C", "C", "C", "C", "Br", "N", "C", "H", "H", "H", "H", "H", "H"], "xyz": [[-0.148, -0.443, 0.722], [1.958, 1.652, -2.016], [1.545, 1.553, -0.298], [2.862, 1.776, 0.587], [0.880, 0.014, -0.184], [0.232, 2.950, -0.265], [0.078, 3.854, -1.281], [-0.865, 4.818, -1.181], [-1.651, 4.957, -0.028], [-1.473, 4.091, 1.083], [-0.455, 3.102, 0.981], [-1.541, 1.209, 2.439], [-0.808, -0.120, 2.096], [-0.171, 2.189, 1.938], [-2.556, 1.510, 1.463], [2.882, 1.870, -2.147], [0.597, 3.665, -2.214], [-1.037, 5.521, -1.971], [-2.449, 5.677, 0.015], [-1.980, 4.285, 1.990], [2.210, -4.773, 0.125], [0.885, -4.086, -0.043], [-0.326, -4.706, -0.450], [-1.480, -3.963, -0.620], [-1.480, -2.627, -0.220], [-2.896, -1.430, -0.708], [-0.416, -2.164, 0.368], [0.770, -2.801, 0.387], [2.222, -5.494, 0.958], [3.054, -4.135, 0.194], [2.417, -5.451, -0.746], [-0.247, -5.748, -0.703], [-2.294, -4.443, -1.090], [1.681, -2.311, 0.820]], "atomic_forces_ev_per_a": [[-0.955, -1.183, 1.006], [-0.451, -0.319, -0.146], [0.700, 1.660, -1.105], [0.744, 0.020, 0.625], [-0.278, -0.105, -0.458], [-0.381, -0.548, 2.494], [0.531, -1.166, -1.022], [-1.569, 1.475, 0.918], [0.562, -1.418, 0.713], [1.980, 0.270, -1.851], [-0.704, 0.939, -1.956], [1.115, -0.359, 0.254], [-0.472, 0.469, -0.309], [-0.516, -0.041, 0.509], [-0.340, -0.225, -0.244], [0.244, -0.013, 0.244], [0.147, 0.261, 0.122], [0.012, 0.138, -0.449], [0.000, 0.312, -0.013], [-0.604, -0.158, 0.735], [-0.579, -2.451, -1.252], [-0.474, -0.733, 0.566], [1.403, 0.740, -0.017], [0.667, -0.264, 0.209], [-0.282, -0.959, -0.685], [0.637, -0.536, 0.554], [1.162, 2.452, 0.016], [0.322, 0.114, 0.754], [-0.158, 0.531, 0.052], [0.506, 0.856, 0.232], [-0.222, 0.671, 0.466], [-0.431, -0.276, -0.227], [-1.017, -0.127, -0.279], [-1.297, -0.026, -0.456]]}


{"formula": "C21H25IrN3O2", "method": "ωB97M-V with the def2-TZVPD basis set", "charge": 1, "homo_energy_ev": -10.7, "homo_lumo_gap_ev": 7.43, "symbols": ["Ir", "C", "N", "C", "C", "C", "N", "C", "C", "C", "C", "C", "C", "C", "O", "C", "C", "C", "N", "C", "C", "C", "C", "C", "C", "C", "O", "H", "H", "H", "H", "H", "H", "H", "H", "H", "H", "H", "H", "H", "H", "H", "H", "H", "H", "H", "H", "H", "H", "H", "H", "H"], "xyz": [[-0.035, -0.038, 0.198], [-3.010, 0.357, 0.519], [-1.775, 1.187, 0.507], [-1.678, 1.893, 1.825], [-1.137, 0.970, 2.900], [0.366, 1.065, 3.014], [0.984, 0.905, 1.681], [2.087, 1.559, 1.482], [2.941, 1.521, 0.339], [4.070, 2.372, 0.319], [4.933, 2.368, -0.742], [4.685, 1.499, -1.818], [3.599, 0.660, -1.829], [2.705, 0.656, -0.746], [1.666, -0.165, -0.794], [-1.817, 2.175, -0.637], [-0.905, 1.851, -1.821], [-1.252, 0.511, -2.454], [-0.943, -0.580, -1.512], [-0.991, -1.797, -1.913], [-0.933, -2.925, -1.025], [-0.972, -4.218, -1.580], [-1.026, -5.328, -0.777], [-1.046, -5.153, 0.612], [-1.008, -3.901, 1.185], [-0.954, -2.757, 0.379], [-0.967, -1.580, 1.012], [-3.875, 0.991, 0.727], [-2.925, -0.415, 1.277], [-3.138, -0.127, -0.444], [-2.663, 2.278, 2.098], [-1.023, 2.751, 1.675], [-1.386, -0.058, 2.636], [-1.602, 1.153, 3.869], [0.723, 0.261, 3.661], [0.694, 2.013, 3.444], [2.412, 2.206, 2.296], [4.241, 3.027, 1.165], [5.796, 3.017, -0.753], [5.368, 1.486, -2.658], [3.409, -0.016, -2.652], [-1.542, 3.151, -0.241], [-2.854, 2.243, -0.971], [0.142, 1.870, -1.508], [-1.006, 2.642, -2.566], [-0.752, 0.356, -3.411], [-2.330, 0.488, -2.643], [-1.157, -1.990, -2.974], [-0.964, -4.320, -2.659], [-1.055, -6.319, -1.205], [-1.085, -6.021, 1.257], [-1.016, -3.772, 2.258]], "atomic_forces_ev_per_a": [[0.219, 1.228, -0.560], [-0.146, 0.181, -0.030], [-0.002, -0.902, 0.238], [-0.058, 0.130, -0.123], [-0.174, -0.217, 0.008], [0.191, -0.150, -0.075], [0.267, 0.218, 0.477], [-0.110, -0.292, 0.252], [0.070, 0.102, -0.062], [-0.163, -0.071, 0.062], [0.027, -0.081, -0.136], [0.098, 0.109, 0.018], [-0.036, -0.038, 0.091], [0.045, -0.323, 0.308], [0.163, 0.186, -0.652], [-0.058, 0.123, 0.137], [-0.124, -0.193, 0.061], [-0.115, -0.045, 0.126], [0.293, -0.275, -0.788], [-0.322, -0.011, 0.123], [0.156, 0.083, 0.023], [0.034, 0.081, 0.067], [0.017, 0.000, 0.064], [-0.010, -0.094, 0.019], [-0.017, -0.031, -0.113], [0.106, 0.164, 0.085], [-0.383, -0.229, 0.492], [0.020, 0.024, -0.046], [-0.020, 0.028, -0.004], [0.013, -0.012, 0.010], [-0.041, 0.005, -0.152], [0.055, -0.008, 0.113], [-0.078, -0.007, 0.136], [0.060, 0.177, -0.010], [0.091, -0.002, -0.050], [-0.094, 0.031, 0.033], [0.085, 0.001, -0.008], [0.007, -0.006, -0.006], [-0.002, 0.000, -0.005], [0.000, 0.014, 0.003], [0.009, 0.001, 0.009], [-0.005, 0.005, 0.013], [0.008, 0.028, -0.028], [0.063, 0.064, -0.135], [-0.144, 0.028, 0.045], [0.148, 0.000, 0.062], [0.014, 0.014, -0.111], [-0.141, -0.035, 0.019], [-0.010, 0.000, 0.011], [0.003, 0.000, 0.006], [-0.002, -0.003, -0.012], [-0.006, 0.002, -0.006]]}


{"formula": "C4H4N3OS", "method": "ωB97M-V with the def2-TZVPD basis set", "charge": -1, "homo_energy_ev": -3.0, "homo_lumo_gap_ev": 6.73, "symbols": ["C", "C", "C", "C", "N", "N", "N", "O", "S", "H", "H", "H", "H"], "xyz": [[-0.028, 1.144, -0.522], [0.478, 0.131, 0.243], [-0.631, -0.783, 0.574], [1.784, -0.183, 0.699], [-2.812, -0.733, -1.449], [-1.246, 1.013, -1.364], [-2.008, 0.058, -1.286], [-0.836, -2.077, 0.326], [-1.878, 0.314, 1.298], [0.612, 1.911, -0.874], [2.499, 0.626, 0.487], [2.067, -1.002, 0.102], [2.000, -0.419, 1.767]], "atomic_forces_ev_per_a": [[0.275, -2.645, -1.118], [-3.561, 0.930, -1.419], [-3.724, -4.090, 1.050], [2.857, 1.410, 1.276], [1.440, 1.565, 0.258], [1.991, 1.503, 0.350], [-1.694, -1.538, -1.269], [1.971, 5.546, 0.957], [0.484, -2.053, 1.543], [0.182, 0.877, -0.352], [-0.082, -0.046, -0.204], [0.780, -1.406, -0.523], [-0.919, -0.052, -0.548]]}


no.,DFT total energy (eV)
1,-7197.864
2,-133803.500
3,-12479.529
4,-168518.290
5,-33581.160
6,-21562.892